No. 1
The following is a DFT calculation (the ωB97M-V functional and the def2-TZVPD basis) of a structure of composition C25H27GeO9Ti.

Element x y z (Å)
Ti 0.69 -0.26 0.19
C 1.63 -0.08 3.26
C 1.26 -1.54 3.05
O 1.50 -1.95 1.71
C 2.76 -2.47 1.31
C 3.69 -1.35 0.88
O 2.94 -0.42 0.08
C 3.72 0.74 -0.27
C 2.76 1.69 -0.95
O 1.53 1.74 -0.22
C 1.38 2.69 0.85
C 1.73 2.03 2.17
O 1.19 0.70 2.13
H 2.71 0.05 3.35
H 1.16 0.30 4.17
H 0.19 -1.68 3.20
H 1.81 -2.16 3.75
H 2.55 -3.12 0.47
H 3.22 -3.05 2.12
H 4.52 -1.74 0.29
H 4.11 -0.80 1.74
H 4.53 0.45 -0.94
H 4.15 1.17 0.63
H 2.49 1.34 -1.95
H 3.18 2.69 -1.04
H 0.33 3.00 0.82
H 2.01 3.56 0.66
H 1.30 2.58 3.00
H 2.82 1.96 2.31
O -2.73 -5.15 -0.09
C -2.04 -4.18 -0.03
C -0.78 -3.90 -0.89
O -0.23 -4.64 -1.66
C -0.38 -2.53 -0.49
C -1.19 -2.03 0.48
O -0.94 -0.79 0.96
C -2.25 -2.95 0.89
O -3.06 -2.83 1.77
O 0.62 -1.79 -0.96
Ge -0.74 0.73 -1.74
C -1.36 2.46 -1.12
C -0.96 3.65 -1.74
C -1.34 4.88 -1.23
C -2.14 4.95 -0.09
C -2.55 3.78 0.53
C -2.17 2.55 0.02
C -2.11 -0.55 -2.19
C -3.29 -0.65 -1.45
C -4.15 -1.72 -1.63
C -3.84 -2.72 -2.54
C -2.67 -2.63 -3.29
C -1.82 -1.55 -3.12
H 0.23 0.91 -2.93
H -0.35 3.61 -2.63
H -1.03 5.79 -1.73
H -2.44 5.91 0.30
H -3.19 3.83 1.41
H -2.49 1.65 0.53
H -3.55 0.11 -0.72
H -5.06 -1.79 -1.05
H -4.50 -3.57 -2.67
H -2.43 -3.40 -4.01
H -0.90 -1.51 -3.69

Its charge is +1. The maximum force comes out at 0.6 eV/A. As for the calculated total energy: -124414.7199 eV. The energy above the lowest of the compared OMol25 structures with the same formula, charge and spin is 21.9 kJ/mol.

No. 2
The following is a DFT calculation (the ωB97M-V functional and the def2-TZVPD basis) of a structure of composition C29H24Cl3GeN4O2SSiTc.

Element x y z (Å)
Tc -1.10 1.20 -0.30
N -5.09 -3.75 5.04
C -4.52 -2.86 4.21
C -4.41 -1.50 4.59
C -3.83 -0.60 3.75
C -3.34 -1.03 2.50
C -3.45 -2.38 2.10
C -4.03 -3.28 2.95
S -2.62 0.09 1.49
O -2.86 -0.18 0.04
O -2.90 1.47 1.81
N -0.93 0.02 1.40
C -0.28 1.05 2.12
N 0.01 1.06 3.39
C 0.65 2.15 3.81
C 0.99 3.21 2.98
C 0.62 3.13 1.65
N -0.02 2.03 1.24
H -5.46 -3.47 5.93
H -5.19 -4.72 4.78
H -4.79 -1.18 5.55
H -3.75 0.44 4.03
H -3.09 -2.69 1.13
H -4.13 -4.31 2.65
H 0.90 2.18 4.86
H 1.52 4.07 3.36
H 0.82 3.91 0.92
Cl -1.45 -0.90 -2.98
Si -0.19 -0.96 -1.40
Cl 1.77 -1.14 -1.89
Cl -0.62 -2.53 -0.24
C 0.14 1.24 -1.42
Ge 0.86 2.39 -2.97
C 1.77 1.34 -4.27
C 1.04 0.60 -5.20
C 1.71 -0.19 -6.13
C 3.10 -0.22 -6.14
C 3.83 0.52 -5.23
C 3.17 1.31 -4.29
C -0.93 2.95 -3.47
C -1.20 3.42 -4.76
C -2.48 3.81 -5.12
C -3.53 3.73 -4.21
C -3.29 3.26 -2.92
C -2.01 2.89 -2.59
C 1.81 3.63 -1.85
C 2.94 3.20 -1.14
C 3.60 4.07 -0.28
C 3.13 5.36 -0.11
C 2.00 5.79 -0.80
C 1.34 4.93 -1.67
H -0.04 0.63 -5.21
H 1.15 -0.76 -6.86
H 3.61 -0.83 -6.87
H 4.91 0.50 -5.25
H 3.74 1.90 -3.59
H -0.40 3.47 -5.49
H -2.66 4.17 -6.12
H -4.52 4.04 -4.50
H -4.10 3.20 -2.20
H -1.87 2.58 -1.53
H 3.32 2.19 -1.27
H 4.49 3.74 0.25
H 3.65 6.04 0.55
H 1.64 6.81 -0.67
H 0.47 5.28 -2.20

Its charge is +2. The maximum force comes out at 0.9 eV/A. As for the calculated total energy: -155498.9729 eV. The energy above the lowest of the compared OMol25 structures with the same formula, charge and spin is 0.0 kJ/mol.

No. 3
The following is a DFT calculation (the ωB97M-V functional and the def2-TZVPD basis) of a structure of composition C5H9MgO3Pr in a non-equilibrium geometry.

Element x y z (Å)
O -1.01 0.61 -2.67
Mg -2.48 -0.60 -3.34
C -0.08 2.62 -1.81
C -0.61 1.38 -1.71
O -0.63 0.68 -0.50
C 0.36 0.95 0.49
C 0.30 -0.20 1.47
O 0.33 -1.42 0.73
C 0.59 -2.57 1.52
Pr -1.07 -1.68 -1.17
H 0.99 2.76 -1.84
H -0.71 3.47 -1.55
H 0.15 1.89 1.00
H 1.36 1.00 0.02
H -0.63 -0.16 2.07
H 1.16 -0.15 2.15
H 0.50 -3.44 0.88
H 1.61 -2.52 1.92
H -0.13 -2.63 2.35

Its charge is +1. The maximum force comes out at 2.3 eV/A. As for the calculated total energy: -30975.1790 eV. The spin multiplicity is 4. As for the expectation value of S²: 3.755.

No. 4
The following is a DFT calculation (the ωB97M-V functional and the def2-TZVPD basis) of a structure of composition C44H47Cl2N5P2S4V.

Element x y z (Å)
V 0.55 -0.94 -1.12
C -3.77 -2.09 -1.29
C -2.28 -2.00 -1.18
N -1.58 -1.01 -1.60
N -2.18 0.05 -2.20
C -2.81 -0.12 -3.34
N -3.47 1.02 -3.76
S -2.91 -1.52 -4.34
C -1.54 -3.07 -0.48
C -2.16 -4.22 0.00
C -1.42 -5.14 0.71
C -0.07 -4.89 0.94
C 0.48 -3.74 0.41
N -0.22 -2.87 -0.31
H -4.18 -1.09 -1.42
H -4.20 -2.54 -0.39
H -4.05 -2.67 -2.17
H -3.19 1.87 -3.30
H -3.62 1.05 -4.76
H -3.21 -4.37 -0.18
H -1.89 -6.04 1.10
H 0.54 -5.57 1.52
H 1.52 -3.48 0.57
Cl 0.78 -2.40 -3.33
C 1.77 -3.69 -2.71
C 1.55 -4.94 -3.25
C 2.29 -6.02 -2.80
C 3.24 -5.82 -1.81
C 3.44 -4.55 -1.29
Cl 4.63 -4.41 -0.02
C 2.72 -3.42 -1.71
S 2.98 -1.84 -1.03
H 0.79 -5.05 -4.01
H 2.12 -7.01 -3.21
H 3.83 -6.64 -1.43
C -4.57 5.23 -0.52
C -3.05 5.18 -0.71
P -2.45 3.54 -1.36
C -0.64 3.88 -1.48
C 0.07 4.36 -0.22
C -2.49 2.50 0.16
C -3.77 1.70 0.35
H -4.91 6.24 -0.28
H -4.87 4.58 0.30
H -5.09 4.89 -1.42
H -2.55 5.42 0.23
H -2.75 5.93 -1.45
H -0.50 4.58 -2.31
H -0.20 2.93 -1.80
H -0.32 5.32 0.13
H 1.14 4.49 -0.41
H -0.02 3.64 0.59
H -2.29 3.11 1.05
H -1.64 1.81 0.08
H -4.65 2.34 0.37
H -3.72 1.15 1.29
H -3.89 1.00 -0.47
C 3.92 3.40 0.36
C 3.20 2.37 0.97
C 2.38 1.55 0.23
C 2.22 1.71 -1.16
C 2.94 2.77 -1.76
C 3.77 3.59 -1.00
N 1.37 0.89 -1.84
C 1.48 0.84 -3.23
C 2.70 0.54 -3.87
C 2.76 0.37 -5.24
C 1.61 0.47 -6.02
C 0.40 0.76 -5.40
C 0.34 0.96 -4.03
H 4.57 4.05 0.95
H 3.29 2.20 2.03
H 1.83 0.76 0.73
H 2.84 2.96 -2.82
H 4.30 4.40 -1.50
H 3.58 0.41 -3.26
H 3.70 0.12 -5.70
H 1.65 0.31 -7.09
H -0.51 0.82 -5.98
H -0.60 1.18 -3.54
S -1.69 1.78 3.77
P -0.50 0.26 3.37
S -0.48 -0.64 1.58
C -0.85 -1.07 4.59
C -1.06 -2.39 4.21
C -1.31 -3.37 5.16
C -1.33 -3.04 6.51
C -1.12 -1.72 6.90
C -0.88 -0.74 5.94
C 1.22 0.67 3.86
C 1.54 1.90 4.42
C 2.83 2.17 4.85
C 3.82 1.20 4.72
C 3.52 -0.02 4.14
C 2.22 -0.29 3.71
H -1.02 -2.64 3.15
H -1.47 -4.39 4.85
H -1.52 -3.80 7.26
H -1.15 -1.45 7.95
H -0.74 0.29 6.23
H 0.75 2.64 4.52
H 3.07 3.13 5.28
H 4.83 1.41 5.04
H 4.29 -0.77 4.01
H 1.99 -1.24 3.24

Its charge is -2. The maximum force comes out at 0.4 eV/A. As for the calculated total energy: -166499.4830 eV. The energy above the lowest of the compared OMol25 structures with the same formula, charge and spin is 0.0 kJ/mol. The spin multiplicity is 4. As for the expectation value of S²: 3.760.